2 unconnected molecules or ions with the total composition CH6N2S2 in a non-equilibrium geometry. Source: the Open Molecules 2025 dataset; level of theory: ωB97M-V/def2-TZVPD.

The geometry in ORCA input format:
```
! RIJCOSX wB97M-V def2-TZVPD def2/J DEFGRID3
* xyz 0 1
H -1.593 0.511 2.505
N -1.147 -0.348 2.216
C 0.103 -0.248 2.074
N 0.882 -0.983 1.202
H 0.746 0.507 2.565
H 1.598 -0.461 0.739
H 0.529 -1.828 0.792
S 0.675 0.462 -3.337
S -1.116 0.845 -2.314
H 1.073 1.736 -3.537
H -1.751 -0.193 -2.905
*
```

Results
HOMO level (eV): -8.86
SMILES: [H]/N=C/N.SS
Kohn-Sham gap (eV): 9.07
Molar mass (g mol⁻¹): 110.21
Relative energy (zero: lowest compared OMol25 entry of this formula, charge and spin) (eV): 0.844

Here are the Mulliken charges for atoms 1 to 2, given in e:
1 H 0.24
2 N -0.67